112
Properties=species:S:1:pos:R:3:mulliken_charge:R:1 method="wB97M-V/def2-TZVPD" spin_multiplicity=1 charge=+1 max_force_ha_per_bohr=0.00992 homo_lumo_gap_ev=4.6 e_tot_ha=-4319.50293
Tl -1.543 -1.519 -0.387 1.774
S -2.981 0.577 -0.738 -0.370
S 0.718 0.690 -2.403 -0.361
S 0.341 -1.726 1.484 -0.481
F 5.228 -2.835 -4.139 -0.311
F 4.939 0.270 0.304 -0.244
F 2.852 -1.125 -0.404 0.521
F 7.354 -1.501 -3.394 -0.306
O -4.034 -4.753 -1.521 -0.769
N 0.824 3.452 -2.248 0.604
N -1.574 1.760 1.260 0.549
N 0.806 1.007 1.672 0.721
N -2.372 -1.834 -2.632 -0.067
N 0.483 -2.551 -1.605 -0.217
N -2.523 -3.447 -0.409 -0.134
N 9.674 0.108 -2.299 -0.439
N -2.789 -2.023 1.926 0.302
N -3.734 1.857 1.621 0.616
N 2.067 -0.227 2.976 0.774
N 7.515 1.523 1.073 -0.509
N 2.610 -4.065 -4.923 -0.484
N 0.237 2.464 -0.385 0.533
C 0.634 4.435 -1.287 -0.608
C -3.266 -3.801 -1.473 0.168
C -1.765 2.340 2.491 -1.123
C 5.018 -0.495 -0.773 0.726
C 1.080 -0.267 2.039 0.584
C 1.225 3.736 -3.663 1.245
C 0.267 3.825 -0.149 -1.057
C 2.602 3.126 -3.921 -1.526
C 0.169 3.191 -4.627 -1.557
C 7.449 0.909 0.105 -0.157
C 2.719 -3.466 -3.948 -0.696
C 6.252 -1.398 -2.676 0.082
C 7.395 0.107 -1.086 1.204
C 1.633 1.851 2.386 -1.200
C 3.724 -0.820 4.701 -2.275
C -2.755 -1.268 3.030 0.347
C -2.255 -1.030 -3.690 -0.282
C 3.939 -1.192 -1.143 -0.050
C -2.683 -1.791 4.302 -1.259
C -5.546 0.301 2.168 -1.291
C 1.540 -1.997 4.611 -1.391
C -2.728 -3.344 2.054 0.826
C 1.514 -2.577 -2.104 -0.144
C -5.233 1.677 1.587 1.159
C -5.792 1.799 0.171 -1.731
C 3.907 -2.022 -2.335 0.586
C 2.790 -2.669 -2.756 0.563
C 2.649 -1.368 3.766 1.090
C -2.622 -3.176 4.438 -0.664
C 6.280 -0.550 -1.493 0.036
C 0.581 2.232 -1.685 0.055
C -2.760 -4.193 0.805 -1.395
C 2.404 1.101 3.189 -0.655
C 5.165 -2.080 -3.058 0.083
C -3.807 -3.271 -3.861 -0.745
C -3.128 -2.927 -2.703 0.498
C -5.861 2.787 2.430 -1.946
C 1.313 5.249 -3.853 -2.216
C -2.638 -3.958 3.303 -0.886
C 3.311 -2.381 2.832 -1.317
C -2.781 1.436 0.750 0.140
C 8.646 0.070 -1.789 -0.281
C -3.688 -2.445 -4.966 -0.372
C -3.092 2.405 2.717 -0.577
C -2.903 -1.305 -4.880 -1.025
B -0.218 1.382 0.585 0.439
H 1.972 -2.783 5.232 0.510
H -2.787 -0.635 -5.721 0.480
H 2.085 5.698 -3.225 0.475
H -3.741 -4.671 0.735 0.496
H 3.694 -3.206 3.435 0.555
H -5.625 2.709 3.490 0.477
H -3.621 2.814 3.556 0.493
H -4.204 -2.687 -5.886 0.443
H -2.580 -5.037 3.365 0.524
H -5.572 0.933 -0.441 0.321
H 3.342 3.561 -3.246 0.395
H -5.566 3.773 2.068 0.430
H -0.947 2.664 3.110 0.715
H -5.046 -0.480 1.592 0.107
H -6.944 2.703 2.343 0.461
H 3.314 -0.139 5.448 0.480
H 1.626 2.918 2.245 0.665
H -1.620 -0.160 -3.561 0.552
H 4.527 -0.322 4.155 0.499
H 0.194 2.107 -4.676 0.273
H -2.034 -5.005 0.919 0.407
H 0.358 5.742 -3.661 0.482
H 2.617 -2.785 2.101 0.225
H 0.360 3.594 -5.623 0.500
H -2.667 -1.136 5.162 0.551
H -5.418 2.692 -0.334 0.380
H 4.162 -1.664 5.232 0.453
H 0.756 -2.434 3.998 0.190
H -4.406 -4.170 -3.859 0.577
H 2.581 2.047 -3.783 0.263
H -6.621 0.125 2.122 0.581
H -6.876 1.889 0.257 0.519
H 1.096 -1.247 5.268 0.361
H 1.581 5.440 -4.890 0.464
H 2.903 3.342 -4.947 0.473
H -0.368 0.414 -0.043 -1.460
H 4.151 -1.919 2.312 0.217
H -2.782 -0.193 2.881 0.350
H 0.769 5.480 -1.488 0.552
H 3.169 1.401 3.878 0.646
H -2.554 -3.631 5.418 0.444
H -0.003 4.257 0.800 0.697
H -0.829 3.504 -4.316 0.378
H -5.230 0.229 3.210 0.290

***

62
Properties=species:S:1:pos:R:3:mulliken_charge:R:1 method="wB97M-V/def2-TZVPD" spin_multiplicity=1 max_force_ha_per_bohr=0.05522 homo_lumo_gap_ev=9.7 e_tot_ha=-1344.40439
O -0.866 1.720 1.495 -0.712
O 1.854 -2.176 5.254 -0.351
O 0.358 1.801 -0.559 -0.160
O 0.375 -0.174 0.873 -0.472
O -4.164 -2.201 -2.560 -0.412
O 2.484 0.679 4.940 -0.430
O -4.516 -0.015 -2.685 -0.513
O 1.800 3.515 -5.491 -0.384
O 2.719 1.708 -3.360 -0.395
C -1.914 -2.003 1.472 -0.813
C 1.928 0.617 3.638 -0.775
C 1.627 0.142 5.936 -0.441
C 2.031 -1.262 6.326 -0.485
C 3.120 3.532 -6.003 -0.690
C 3.061 -2.489 4.580 -0.751
C -2.818 -2.976 -0.684 -0.366
C 1.304 2.203 -5.269 -0.736
C -1.548 -2.652 0.137 -0.626
C 3.156 2.840 -2.627 -0.643
C -4.824 -1.054 -2.243 0.802
C -2.837 -2.250 -2.021 -0.642
C -5.985 -1.214 -1.321 -1.011
C -2.170 -0.497 1.270 -0.646
C 1.375 1.816 -3.807 -0.038
B -0.868 0.362 1.237 0.673
B -0.589 2.327 0.290 0.420
B 0.750 0.496 -0.263 0.580
H 3.637 -1.592 4.344 0.318
H -2.849 -0.069 1.993 0.422
H 1.842 1.476 -5.885 0.360
H 4.239 2.776 -2.531 0.250
H 0.255 2.199 -5.581 0.380
H 2.801 -2.995 3.651 0.256
H -1.225 3.292 0.023 -0.144
H -5.638 -1.419 -0.316 0.224
H -2.212 -2.779 -2.724 0.335
H 1.154 1.385 3.527 0.405
H 3.497 4.551 -5.916 0.241
H 0.913 0.832 -3.678 0.242
H -2.608 -0.381 0.278 0.200
H 1.504 -0.365 3.417 0.346
H -0.903 -2.012 -0.453 0.234
H 2.901 3.773 -3.135 0.341
H 0.820 2.530 -3.193 0.226
H -6.587 -2.061 -1.628 0.347
H 3.672 -3.164 5.189 0.314
H 3.122 3.248 -7.061 0.321
H -1.134 -2.172 2.202 0.304
H -2.445 -1.246 -1.899 0.387
H 3.066 -1.277 6.681 0.335
H 1.389 -1.599 7.146 0.368
H 2.724 0.821 2.923 0.247
H 1.710 0.790 6.814 0.406
H 1.445 -0.076 -1.040 -0.173
H -3.708 -2.717 -0.131 0.123
H 3.781 2.864 -5.446 0.299
H 2.713 2.839 -1.626 0.188
H -2.853 -4.040 -0.880 0.346
H -2.832 -2.457 1.811 0.513
H 0.586 0.160 5.600 0.235
H -1.031 -3.583 0.306 0.465
H -6.589 -0.329 -1.339 0.357